## one
DFT (ωB97M-V/def2-TZVPD) results for one molecule with the formula C6H14O.

```
21
Properties=species:S:1:pos:R:3:nbo_charge:R:1
C -1.27103 1.94838 0.72332 -0.60
C -0.97063 0.57611 1.34414 -0.40
C 0.51833 0.28133 1.53893 -0.40
C 1.19764 -0.57630 0.44191 -0.39
C 0.92292 -0.15759 -1.04610 -0.43
C 0.03327 -1.16872 -1.76569 -0.06
O 0.64333 -2.46003 -1.90543 -0.73
H -0.88980 2.02047 -0.29248 0.20
H -2.35744 2.03347 0.57543 0.20
H -0.98648 2.77474 1.36451 0.21
H -1.41419 -0.16915 0.68463 0.19
H -1.46080 0.52923 2.31946 0.20
H 1.15300 1.14357 1.74276 0.20
H 0.55189 -0.39452 2.39434 0.20
H 2.28156 -0.60395 0.53751 0.21
H 0.73581 -1.55346 0.52457 0.20
H 0.35161 0.77303 -1.13605 0.20
H 1.89691 -0.10453 -1.53924 0.21
H -0.38926 -0.75982 -2.68241 0.17
H -0.82282 -1.31601 -1.09814 0.15
H 0.27617 -2.81625 -2.72597 0.47
```

* lowest unoccupied orbital energy: 0.036 hartree
* orbital gap: 11.07 eV
* structure (SMILES): CCCCCCO

---

## two
DFT (ωB97M-V/def2-TZVPD) results for C6H14O as an isolated structure.

```
21
Properties=species:S:1:pos:R:3:nbo_charge:R:1
C 0.93335 -0.20556 2.41417 -0.49
O -1.10786 0.16188 1.61431 -0.67
C -1.34862 -0.27144 0.40714 0.00
C -0.12891 0.05368 -0.70927 -0.12
C -0.56094 -0.70307 -1.96346 -0.59
C -0.10630 1.56712 -0.89505 -0.61
C 1.11341 -0.44332 -0.14531 -0.36
H 2.01404 -0.39014 2.41976 0.18
H 0.36392 -0.99272 2.89243 0.24
H 0.67483 0.78562 2.76557 0.24
H -2.16266 0.27620 -0.11015 0.17
H -1.53229 -1.36747 0.30692 0.12
H -0.52297 -1.78774 -1.81270 0.21
H 0.08212 -0.45399 -2.81452 0.21
H -1.59213 -0.43636 -2.22721 0.21
H 0.00629 2.06081 0.07684 0.23
H -1.04627 1.91498 -1.33755 0.21
H 0.71529 1.88225 -1.54933 0.20
H 0.87232 -0.33247 1.11390 0.19
H 2.00264 0.18809 -0.17862 0.22
H 1.33072 -1.50635 -0.26786 0.22
```

* lowest unoccupied orbital energy (alpha / beta): -0.023 / -0.023 hartree
* orbital gap (alpha / beta): 7.79 / 7.77 eV

---

Result of the stability comparison: two is the least stable of them.

---

## one
DFT (ωB97M-V/def2-TZVPD) results for a 2-piece molecular cluster, C6H14O overall.

```
21
Properties=species:S:1:pos:R:3:nbo_charge:R:1
C -3.26303 0.68379 0.08850 -0.28
C -1.94447 1.16412 -0.32915 -0.48
C -0.81402 0.70553 0.61662 -0.39
C 0.37696 0.42869 -0.27403 -0.39
C 1.59791 -0.14246 0.40611 -0.42
C 2.67729 -0.42023 -0.61865 -0.05
O 3.80955 -0.91886 0.05727 -0.72
H -3.29706 -5.75680 1.69865 0.00
H -4.17578 1.17187 -0.23687 0.17
H -3.37124 -0.15436 0.77499 0.17
H -1.62545 0.87125 -1.45991 0.21
H -1.97151 2.26273 -0.40377 0.22
H -0.56426 1.45677 1.38265 0.20
H -1.09732 -0.19807 1.17783 0.20
H 0.62375 1.36793 -0.79122 0.19
H 0.02519 -0.26649 -1.04980 0.19
H 1.98222 0.55473 1.15976 0.20
H 1.33970 -1.07482 0.92309 0.20
H 2.29441 -1.14237 -1.36055 0.15
H 2.90603 0.51141 -1.16462 0.15
H 4.49114 -1.10434 -0.59689 0.47
```

* lowest unoccupied orbital energy (alpha / beta): 0.018 / 0.036 hartree
* orbital gap (alpha / beta): 10.81 / 8.90 eV

---

## two
DFT (ωB97M-V/def2-TZVPD) results for a 2-piece molecular cluster, C6H14O overall.

```
21
Properties=species:S:1:pos:R:3:nbo_charge:R:1
C 0.79632 -0.81445 3.16936 -0.60
C -0.14604 0.00299 2.29128 -0.39
C 0.25875 -0.01586 0.81958 -0.38
C -0.68687 0.78786 -0.08322 -0.46
C -0.27109 0.81259 -1.51251 0.12
O -1.03813 0.25043 -2.38292 -0.35
C -0.79233 0.07270 -3.66137 -0.22
H 0.49170 -0.79774 4.22124 0.21
H 1.82059 -0.43097 3.11015 0.20
H 0.82085 -1.86015 2.84722 0.20
H -1.16867 -0.38115 2.39138 0.19
H -0.17519 1.03914 2.64929 0.19
H 1.27881 0.37684 0.71855 0.20
H 0.29337 -1.05009 0.45887 0.20
H -0.75681 1.81317 0.30392 0.21
H -1.69647 0.36647 -0.03289 0.22
H 0.56714 1.39295 -1.88696 0.16
H 1.17401 -0.86574 -2.19299 -0.04
H -0.05198 0.70456 -4.13907 0.16
H -1.61750 -0.35656 -4.20320 0.18
H 0.89954 -1.04700 -2.88570 0.00
```

* lowest unoccupied orbital energy (alpha / beta): 0.038 / 0.035 hartree
* orbital gap (alpha / beta): 8.32 / 8.02 eV

---

Result of the stability comparison: one is the least stable of them.

---

## one
DFT (ωB97M-V/def2-TZVPD) results for a 2-piece molecular cluster, C4H14N3 overall.

```
21
Properties=species:S:1:pos:R:3:nbo_charge:R:1
C 1.10061 1.37952 -0.07755 -0.46
C 2.32485 -0.75780 -0.11785 -0.41
C -0.57554 -0.78085 -0.95817 -0.04
C -1.70071 -0.35008 -0.05838 0.01
N -1.98615 1.06631 -0.04194 -0.83
N 1.05279 -0.07995 0.03331 -0.40
N -1.43972 -0.63518 1.35438 -0.87
H 0.09410 1.69259 -0.01187 0.25
H 1.66054 2.00100 0.65555 0.24
H 1.47764 1.68794 -1.05101 0.22
H 2.73717 -0.67500 -1.16170 0.22
H 2.94682 -0.14881 0.56271 0.23
H 2.17856 -1.73982 0.06238 0.21
H -0.46314 -0.30470 -1.86082 0.21
H -0.25049 -1.78896 -1.06990 0.23
H -2.66837 -0.93537 -0.27570 0.21
H -2.84240 1.04533 0.54039 0.38
H -2.31409 1.41271 -0.95729 0.38
H -1.97798 -1.46546 1.78394 0.40
H 0.67967 -0.48379 0.85756 0.44
H -1.77814 0.13786 1.90126 0.38
```

* lowest unoccupied orbital energy: -0.152 hartree
* orbital gap: 9.62 eV
* total charge: +1

---

## two
DFT (ωB97M-V/def2-TZVPD) results for a 2-piece molecular cluster, C4H14N3 overall.

```
21
Properties=species:S:1:pos:R:3:nbo_charge:R:1
C 1.67284 -0.98731 -2.06341 -0.42
N 0.25804 -0.64854 -2.48831 -0.49
C -0.78940 -0.97156 -1.42130 -0.41
H 2.32580 -0.83283 -2.91800 0.24
H 1.89991 -0.28353 -1.25680 0.24
H 1.80491 -2.04512 -1.70459 0.25
H -0.01287 -1.06025 -3.37545 0.43
H 0.19712 0.35147 -2.65210 0.43
H -0.79082 -2.03585 -1.27775 0.24
H -1.76147 -0.57367 -1.82274 0.23
H -0.48457 -0.47201 -0.53621 0.26
C -0.48221 2.39073 2.15108 -0.42
N -0.99481 1.04114 1.94974 -0.65
C -0.20863 -0.07199 2.19995 0.29
N -0.36197 -1.19569 1.56307 -0.75
H -1.31515 3.07735 2.37224 0.22
H 0.09815 2.36915 3.08108 0.20
H 0.11464 2.78339 1.32007 0.19
H -1.99073 0.87840 1.90064 0.41
H 0.57033 0.15092 2.95776 0.15
H 0.25088 -1.86423 2.02104 0.35
```

* lowest unoccupied orbital energy: -0.123 hartree
* orbital gap: 8.77 eV
* total charge: +1

---

## three
DFT (ωB97M-V/def2-TZVPD) results for a 2-piece molecular cluster, C4H14N3 overall.

```
21
Properties=species:S:1:pos:R:3:nbo_charge:R:1
C -1.76233 -1.28838 -1.68029 -0.63
C -2.34585 -1.62394 -0.28949 -0.61
H -1.36207 -2.19609 -2.13623 0.22
H -2.54814 -0.98754 -2.37454 0.23
H -1.05345 -0.47136 -1.70915 0.18
H -2.06113 -0.85519 0.43393 0.18
H -1.95481 -2.56758 0.08656 0.21
H -3.42674 -1.65950 -0.34257 0.23
C 0.49270 2.52105 0.16250 -0.43
C 1.01618 0.13304 0.47084 0.68
N 1.08273 1.24310 -0.23522 -0.53
N 0.39750 0.15659 1.66251 -0.79
N 1.63320 -0.98626 0.07047 -0.75
H 1.53825 1.19413 -1.13265 0.42
H -0.43803 0.70231 1.79981 0.43
H 0.59265 -0.58047 2.32239 0.43
H 1.82736 -1.10600 -0.91386 0.42
H 1.26979 -1.82034 0.51264 0.42
H 0.84224 3.28713 -0.52154 0.25
H 0.80756 2.78429 1.17083 0.23
H -0.59416 2.46305 0.10324 0.22
```

* lowest unoccupied orbital energy: -0.112 hartree
* orbital gap: 12.00 eV
* total charge: +1

---

## four
DFT (ωB97M-V/def2-TZVPD) results for an isolated ion of composition C4H14N3 and charge +1.

```
21
Properties=species:S:1:pos:R:3:nbo_charge:R:1
N -0.55072 1.86719 1.37003 -0.82
C 0.76864 1.76277 0.72839 -0.24
C 0.58262 1.03184 -0.68399 -0.45
C -0.45896 -0.21976 -0.41673 -0.02
N -0.41825 -0.63259 1.08797 -0.83
C 0.18093 -1.38819 -1.25261 -0.22
N -0.59995 -2.56526 -1.20705 -0.88
H -0.35578 2.20614 2.27298 0.39
H -1.16947 2.59013 0.94726 0.40
H 1.32196 1.29115 1.50625 0.20
H 1.29193 2.73860 0.63457 0.22
H 1.60646 0.56525 -0.70814 0.23
H 0.55711 1.72046 -1.55332 0.27
H -1.51421 0.00066 -0.63884 0.24
H -1.12266 -1.45076 1.12652 0.45
H -0.68797 0.42581 1.45903 0.46
H 0.26138 -1.12713 1.68212 0.44
H 1.17630 -1.56499 -0.82025 0.20
H 0.31479 -0.96599 -2.23512 0.20
H -1.23702 -2.94235 -1.98360 0.40
H 0.05289 -3.34296 -1.31547 0.38
```

* lowest unoccupied orbital energy: -0.102 hartree
* orbital gap: 10.63 eV
* structure (SMILES): NCC[C@H]([NH3+])CN
* total charge: +1

---

Result of the stability comparison: one is the least stable of them.

---

## one
DFT (ωB97M-V/def2-TZVPD) results for an isolated ion of composition C4H11N2O and charge -1.

```
18
Properties=species:S:1:pos:R:3:nbo_charge:R:1
N 1.51010 -0.07352 -1.96331 -0.85
C 0.73867 0.98818 -1.32461 -0.22
C -0.50827 0.41385 -0.63526 -0.41
C -0.14582 -0.36484 0.62292 -0.09
N 0.33247 0.55776 1.65786 -0.87
C -1.36694 -1.26638 1.16147 -0.01
O -1.69793 -1.01587 2.42420 -0.94
H 1.96220 -0.63965 -1.25618 0.35
H 2.27717 0.29138 -2.51703 0.34
H 1.28026 1.54545 -0.54894 0.18
H 0.44624 1.75047 -2.05788 0.16
H -1.08533 1.25560 -0.25934 0.19
H -1.09237 -0.15139 -1.34048 0.20
H 0.67120 -1.08557 0.48553 0.14
H 0.53135 -0.08692 2.41728 0.37
H -0.46098 1.10746 1.96823 0.35
H -1.16466 -2.26628 0.68470 0.06
H -2.22739 -0.95972 0.48082 0.04
```

* lowest unoccupied orbital energy: 0.144 hartree
* orbital gap: 6.23 eV
* structure (SMILES): NCC[C@@H](N)C[O-]
* total charge: -1

---

## two
DFT (ωB97M-V/def2-TZVPD) results for an isolated ion of composition C4H11N2O and charge -1.

```
18
Properties=species:S:1:pos:R:3:nbo_charge:R:1
N 0.15193 0.50850 -2.81881 -0.85
C -0.87019 0.06059 -1.87058 -0.24
C -0.51027 -1.01116 -0.88582 -0.24
N 0.72888 -0.71638 -0.18286 -0.67
C 0.80466 0.41175 0.76719 -0.29
C -0.19133 0.11689 2.03274 0.03
O -0.01993 0.80959 3.13143 -0.92
H 0.68016 1.27698 -2.43304 0.36
H 0.81334 -0.24762 -2.95839 0.35
H -1.76324 -0.11385 -2.49148 0.18
H -1.22126 0.95230 -1.31261 0.19
H -1.33335 -1.12051 -0.16087 0.19
H -0.35660 -1.99872 -1.35271 0.17
H 0.95724 -1.46133 0.46922 0.35
H 1.80594 0.54222 1.16329 0.18
H 0.33603 1.34054 0.40246 0.17
H -0.12666 -1.02096 2.17807 0.02
H -1.19450 0.26752 1.50040 0.03
```

* lowest unoccupied orbital energy: 0.146 hartree
* orbital gap: 6.23 eV
* structure (SMILES): NCCNCC[O-]
* total charge: -1

---

Result of the stability comparison: two is the least stable of them.

---

## one
DFT (ωB97M-V/def2-TZVPD) results for an isolated ion of composition C5H11N3 and charge +2.

```
19
Properties=species:S:1:pos:R:3:nbo_charge:R:1
C 1.48206 -1.07827 0.46460 0.21
N 0.94599 0.05965 0.10274 -0.29
C 1.65902 1.31304 -0.20612 -0.22
C 0.41250 2.27136 -0.21875 -0.25
N -0.70298 1.40754 -0.60021 -0.49
C -0.47590 0.15282 -0.23787 0.67
N -1.48199 -0.74603 -0.06073 -0.51
C -1.62641 -2.26671 0.28731 -0.40
H 2.47336 -1.08152 0.87933 0.26
H 1.00975 -2.06975 0.39797 0.26
H 1.94171 1.13253 -1.26667 0.27
H 2.34706 1.59206 0.52223 0.28
H 0.18621 2.67380 0.79850 0.25
H 0.63529 3.16808 -0.94389 0.29
H -1.54051 1.83437 -0.89305 0.47
H -2.41215 -0.48108 -0.13562 0.45
H -1.40404 -2.86042 -0.60931 0.25
H -2.57008 -2.36867 0.73094 0.26
H -0.87889 -2.65279 0.98861 0.22
```

* lowest unoccupied orbital energy: -0.384 hartree
* orbital gap: 8.80 eV
* structure (SMILES): C=[N+]1CCN/C1=[NH+]/C
* total charge: +2

---

## two
DFT (ωB97M-V/def2-TZVPD) results for an isolated ion of composition C5H11N3 and charge +2.

```
19
Properties=species:S:1:pos:R:3:nbo_charge:R:1
C 2.42268 -1.29277 0.44135 -0.72
C 2.16337 -0.00489 -0.26459 0.62
N 2.97448 0.98042 -0.47945 -0.58
N 0.78236 0.15497 -0.29388 -0.37
C -0.38094 0.21034 -0.56124 0.84
C -1.79096 0.06365 -0.53018 -0.24
C -2.51096 1.12855 0.45977 -0.53
N -2.21518 -1.33422 -0.23323 -0.78
H 2.14851 -2.12937 -0.21493 0.32
H 3.47150 -1.57906 0.55235 0.30
H 1.78634 -1.37972 1.34064 0.30
H 3.97996 1.02220 -0.22045 0.49
H 2.69176 1.74642 -1.07240 0.46
H -1.97703 0.35910 -1.59155 0.32
H -2.17990 0.90845 1.46247 0.24
H -3.57691 0.86458 0.16758 0.27
H -2.27742 2.10960 0.04297 0.24
H -1.97302 -1.67131 0.69075 0.39
H -3.26712 -1.28626 -0.29891 0.41
```

* lowest unoccupied orbital energy: -0.397 hartree
* orbital gap: 6.96 eV
* structure (SMILES): CC(=[NH2+])[N+]#C[C@H](C)N
* total charge: +2

---

Result of the stability comparison: two is the least stable of them.

---

## one
DFT (ωB97M-V/def2-TZVPD) results for a 2-piece molecular cluster, C6H8N overall.

```
15
Properties=species:S:1:pos:R:3:nbo_charge:R:1
C 2.25286 -1.14753 -0.55383 -0.12
C 1.59091 -1.26803 0.74070 -0.04
C -1.96523 -0.84998 -0.75202 -0.22
C -1.77679 -1.39216 0.32592 -0.28
C 0.52018 1.03084 -0.38224 -0.28
C 1.25956 -0.26572 -0.27454 -0.09
N -0.34611 1.14666 0.83374 -0.68
H 2.83910 -1.61157 -1.43438 0.28
H -1.99798 -0.14630 -1.56316 0.24
H 0.23904 1.29597 1.66091 0.44
H -1.61192 -1.98519 1.22349 0.28
H 1.11979 1.96798 -0.64390 0.29
H -0.29033 0.90196 -1.17656 0.26
H -0.91289 1.98494 0.93810 0.44
H -0.92019 0.33813 1.05777 0.47
```

* lowest unoccupied orbital energy: -0.130 hartree
* orbital gap: 9.87 eV
* total charge: +1

---

## two
DFT (ωB97M-V/def2-TZVPD) results for an isolated ion of composition C6H8N and charge +1.

```
15
Properties=species:S:1:pos:R:3:nbo_charge:R:1
C -0.22476 -1.64270 0.35626 -0.42
C 1.05301 -1.21809 0.17386 -0.14
C 1.40271 0.21306 0.01501 -0.19
C 2.49134 0.94110 -0.20629 -0.22
C 0.14041 0.87150 -0.17268 0.08
C -0.98010 0.44473 -0.13140 0.03
N -2.40135 0.76108 -0.14109 -0.71
H -1.00208 -1.15826 1.00975 0.20
H -0.36543 -2.73924 0.24250 0.24
H 1.83116 -1.86554 -0.14547 0.24
H 3.55705 0.65847 -0.15285 0.22
H 2.56535 2.03598 -0.39049 0.23
H -2.37372 1.82986 -0.28770 0.49
H -2.81628 0.45786 0.79016 0.47
H -2.87731 0.41019 -0.95958 0.46
```

* lowest unoccupied orbital energy: -0.166 hartree
* orbital gap: 8.30 eV
* structure (SMILES): C=CC(=C)C#C[NH3+]
* total charge: +1

---

Result of the stability comparison: one is the least stable of them.